Entry 1:
ORCA calculation (the ωB97M-V functional and the def2-TZVPD basis) on a cluster of 4 separate species, C16H26F10N3O6 in total in a non-equilibrium geometry.

Last column: Löwdin charge in e.
CARTESIAN COORDINATES (ANGSTROEM)
C 0.258937 6.288049 2.711846  0.01
N 0.172802 6.027699 4.160619  0.10
C 0.921024 5.189667 4.809643  -0.37
N 0.753301 5.083567 6.143264  0.22
N 1.889011 4.480933 4.089869  0.12
C 1.594433 3.052759 3.939360  -0.36
C 1.010885 2.667073 2.580827  0.00
F 0.753660 2.563366 4.920951  0.01
H -0.677287 6.753463 2.416897  0.10
H 0.346352 5.342639 2.196682  0.07
H 1.056566 6.983497 2.474878  0.11
H -0.514315 6.567783 4.668337  0.17
H -0.231640 5.211850 6.356936  0.14
H 1.030985 4.175769 6.503177  0.13
H 2.771498 4.635501 4.572520  0.16
H 2.538426 2.524262 4.047002  0.15
H 1.354084 1.656055 2.381056  0.09
H -0.065518 2.567661 2.729797  0.09
H 1.270204 3.340022 1.773347  0.07
C 1.133455 -0.991305 -3.177451  -0.05
C 2.012501 0.048080 -2.519012  -0.17
O 1.306613 1.301502 -2.354539  0.05
C 0.523371 1.397702 -1.302466  -0.39
O 0.361991 0.526870 -0.486625  0.13
C -0.114499 2.797260 -1.244629  -0.52
F -0.563116 3.191746 -2.436219  0.18
F 0.766951 3.731709 -0.823641  0.14
F -1.149284 2.852518 -0.398901  0.15
H 0.739804 -0.615796 -4.122397  0.09
H 1.695820 -1.897895 -3.364113  0.06
H 0.279531 -1.239845 -2.546166  0.08
H 2.869240 0.269587 -3.151756  0.13
H 2.396772 -0.299023 -1.560853  0.13
C 0.281624 -7.463252 -4.174941  -0.06
C 1.779420 -7.270349 -4.275566  -0.19
O 2.102426 -6.186247 -5.169624  0.04
C 2.046897 -4.968568 -4.654844  -0.40
O 1.755256 -4.688284 -3.527764  0.16
C 2.460882 -3.936759 -5.710860  -0.53
F 1.896257 -4.178842 -6.899758  0.17
F 3.791268 -3.942486 -5.889833  0.17
F 2.105929 -2.700107 -5.335972  0.14
H -0.152187 -7.603878 -5.165382  0.09
H 0.051081 -8.333491 -3.561828  0.08
H -0.197768 -6.590733 -3.731114  0.08
H 2.243979 -8.157066 -4.701428  0.13
H 2.230077 -7.103337 -3.298202  0.13
C -2.384417 0.193278 0.337648  -0.06
C -2.743429 0.135385 1.805342  -0.20
O -4.016708 -0.501100 2.013814  0.03
C -4.003246 -1.831065 2.037235  -0.40
O -3.039035 -2.523781 1.902153  0.17
C -5.416742 -2.360967 2.312762  -0.54
F -6.337315 -1.710638 1.586083  0.16
F -5.730888 -2.200677 3.609957  0.16
F -5.509438 -3.657929 2.025118  0.18
H -3.183278 0.677469 -0.228770  0.09
H -1.449043 0.750513 0.191300  0.03
H -2.255840 -0.808003 -0.074247  0.09
H -2.847913 1.144558 2.204042  0.12
H -1.970409 -0.368367 2.386439  0.12

Atoms 1-6, force components in eV/Å:
-0.50 0.07 0.17
-0.10 0.34 -0.72
-0.22 0.37 -0.24
-0.60 -0.93 -0.43
-0.12 0.26 1.10
0.90 -0.74 -1.45

Summary:
HOMO-LUMO gap in eV: 9.22
Total charge: +1
Energy in Eh: -2239.4535
LUMO level in eV: -3.60

Entry 2:
ORCA calculation (the ωB97M-V functional and the def2-TZVPD basis) on a structure of composition C24H35OTi in a non-equilibrium geometry.

Last column: Löwdin charge in e.
CARTESIAN COORDINATES (ANGSTROEM)
C 1.093687 -2.023505 0.605369  -0.25
C 1.987787 -1.217205 -0.192731  -0.26
C 1.424087 -1.106205 -1.507331  -0.25
C 0.176187 -1.829105 -1.533631  -0.23
C -0.015113 -2.410205 -0.235131  -0.25
Ti 0.000987 -0.026305 0.140469  1.08
C -2.303013 1.168895 -0.238531  -0.34
C -2.002513 0.802995 1.078269  -0.16
H -1.772913 1.607395 1.787069  0.11
C -1.751513 -0.563305 1.459069  -0.11
H -2.387313 -1.339605 1.015269  0.08
H -1.510513 -0.746705 2.513069  0.08
C -2.439913 2.633995 -0.578431  -0.05
H -1.841413 3.261595 0.100569  0.09
H -2.111213 2.840095 -1.610431  0.09
H -3.503813 2.935395 -0.496631  0.10
C -2.969313 0.217595 -1.212531  -0.03
H -2.843113 -0.841505 -0.938431  0.06
H -4.057413 0.433695 -1.240431  0.11
H -2.592213 0.359695 -2.239131  0.09
C 3.319387 -0.668605 0.239369  0.00
H 3.317887 -0.401205 1.307669  0.08
H 4.119987 -1.414005 0.072369  0.11
H 3.573587 0.238595 -0.332031  0.09
C 2.133587 -0.518305 -2.692631  -0.02
H 2.652387 0.417895 -2.434031  0.09
H 2.886087 -1.243605 -3.057531  0.11
H 1.441787 -0.297905 -3.518131  0.07
C -0.659813 -2.098405 -2.754031  -0.01
H -0.658013 -1.241405 -3.446931  0.07
H -0.267513 -2.971705 -3.310231  0.11
H -1.706913 -2.318805 -2.491031  0.08
C -1.085713 -3.401005 0.122969  -0.03
H -2.044713 -3.169805 -0.370531  0.08
H -0.782413 -4.413105 -0.206231  0.11
H -1.259413 -3.439905 1.209469  0.08
C 1.339787 -2.463205 2.022969  -0.02
H 0.394687 -2.702105 2.536869  0.08
H 1.978187 -3.366905 2.049769  0.12
H 1.845287 -1.673505 2.601969  0.05
C 0.397187 1.631195 -1.258431  -0.20
C 1.058287 2.800495 -0.807331  -0.13
C 0.108387 1.578095 -2.643731  -0.17
C 1.406487 3.843595 -1.682431  -0.09
H 1.308087 2.906795 0.253869  0.09
C 0.449287 2.612095 -3.527831  -0.08
H -0.398113 0.696495 -3.056831  0.07
C 1.104687 3.756095 -3.048431  -0.08
H 1.916087 4.731595 -1.289831  0.11
H 0.204687 2.523095 -4.593131  0.11
H 1.375687 4.568495 -3.731831  0.11
C -0.791513 1.100595 4.076469  0.00
C 0.000987 -0.026305 3.411369  -0.34
C 0.785387 -0.837505 4.451169  -0.01
O 0.000987 -0.026305 2.140469  -0.22
H -0.686613 1.148395 5.179369  0.09
H -1.880113 0.995295 3.894869  0.11
H -0.438713 2.077195 3.683069  0.11
H 0.522087 -1.909205 4.462069  0.10
H 1.876987 -0.652005 4.369369  0.11
H 0.560187 -0.528905 5.491869  0.09

Atoms 1-6, force components in eV/Å:
0.05 -0.10 -1.02
-0.86 -0.48 -0.16
-0.16 -0.12 0.41
0.65 0.50 0.75
0.55 0.47 0.36
-0.62 -1.12 -0.34

Summary:
HOMO-LUMO gap in eV: 6.70
Total charge: +1
Energy relative to the best compared isomer or geometry (same formula, charge and spin) in eV: 2.509
Energy in Eh: -1859.8682
LUMO level in eV: -4.05